Entry 1:
# C16H19N2O

A gas-phase ion, C16H19N2O (charge +1) (ωB97M-V/def2-TZVPD, the OMol25 dataset).

* HOMO: -11.1 eV
* total charge: +1
* HOMO-LUMO gap: 8.60 eV
* ΔE to the lowest compared entry with this formula, charge and spin: 4.82 kJ/mol
* 2S+1: 1
* calculated total energy: -805.620991 Eh

Element x y z (Å)
H (-3.99834, -1.23387, -2.20418)
C (1.30674, -3.01961, -0.43891)
H (-0.28448, 0.59702, -0.30612)
C (1.37791, 1.78198, 0.93735)
H (-1.63750, 1.85059, 1.35270)
H (4.07840, 1.98350, -0.10916)
H (0.13136, 3.43011, 0.21819)
C (1.04669, -0.74948, 0.45159)
N (-0.61625, 1.57925, -0.48638)
C (4.14459, 1.02264, -0.60998)
C (0.08404, -3.33308, 0.11519)
H (-0.85597, 1.64347, -1.48011)
C (1.78356, -1.72765, -0.26119)
C (-4.28899, -0.97688, -0.01481)
C (2.97978, 0.16526, -0.27466)
C (-1.86539, 1.80511, 0.28709)
C (-2.81417, 0.68215, 0.02479)
H (-0.31547, -4.32738, -0.00403)
H (0.80479, 1.65109, 1.85624)
H (-2.29162, 2.76630, -0.01964)
H (-0.71719, -0.42895, 1.67765)
N (2.94123, -1.13996, -0.68069)
H (4.19985, 1.19395, -1.68530)
C (-3.80163, -0.76062, -1.26370)
C (-3.64284, -0.03916, 0.82912)
C (-0.17172, -1.11359, 1.04370)
O (-2.90631, 0.24420, -1.25837)
C (0.51933, 2.47211, -0.13024)
H (1.12526, 2.64231, -1.02144)
H (-1.57460, -2.68897, 1.30657)
H (-3.78591, 0.08113, 1.88278)
H (-5.01364, -1.70672, 0.27778)
H (1.88070, -3.75333, -0.98234)
C (1.83178, 0.45222, 0.42162)
H (5.07022, 0.53795, -0.30373)
H (3.68451, -1.60746, -1.17278)
H (2.22954, 2.41999, 1.16738)
C (-0.63828, -2.39560, 0.85798)

Entry 2:
# C16H19N3O2S

A single C16H19N3O2S molecule at a distorted geometry (ωB97M-V/def2-TZVPD, the OMol25 dataset).

* HOMO: -8.7 eV
* HOMO-LUMO gap: 9.20 eV
* ΔE to the lowest compared entry with this formula, charge and spin: 56.99 kJ/mol
* 2S+1: 1
* calculated total energy: -1334.081910 Eh

Element x y z (Å)
H (-2.40326, -2.51869, 1.08719)
C (4.76376, 0.87184, -1.20149)
H (0.90801, 0.66954, 2.81009)
C (2.99837, -1.94422, 0.62192)
C (-3.11687, -0.51322, 0.62789)
C (1.71069, -1.83693, 0.13115)
C (-4.46069, 0.19591, 0.48092)
H (2.50288, 2.57947, 1.88456)
H (4.98228, -1.14934, 0.61263)
N (-0.96384, -0.94105, -0.46331)
C (-0.44776, 1.85448, 0.19203)
C (-2.30504, -0.44079, -0.67898)
C (2.41467, 0.01402, -1.22966)
H (-5.05567, 0.05130, 1.37959)
C (-3.34112, -1.97382, 1.01636)
H (-0.71840, -1.13409, 0.49562)
H (3.23749, -2.71755, 1.33725)
C (3.98381, -1.06283, 0.20834)
C (1.41113, -0.84376, -0.79633)
C (1.57207, 2.24217, 1.47904)
H (-3.96664, -2.46698, 0.27566)
O (-3.07728, 1.31160, -2.11890)
H (0.95386, -2.53876, 0.44929)
H (5.06811, 0.61197, -2.21512)
H (4.38335, 1.89136, -1.22171)
N (-1.43895, 1.92094, -0.74122)
H (2.16498, 0.76569, -1.96482)
C (-2.30728, 0.96936, -1.25798)
C (0.74555, 1.27270, 1.93592)
H (-2.79746, -1.05553, -1.44585)
N (-0.38440, 1.07284, 1.21409)
S (0.92441, 2.95692, 0.04992)
H (-4.32901, 1.26330, 0.32607)
C (3.70531, -0.07546, -0.72750)
H (-2.53160, -0.01324, 1.40695)
C (0.03700, -0.59014, -1.31149)
O (-0.18158, -0.05495, -2.38342)
H (-1.42850, 2.75649, -1.31724)
H (-3.84188, -2.03016, 1.97989)
H (5.64033, 0.83265, -0.55954)
H (-5.01083, -0.20301, -0.36780)

Entry 3:
# C16H19N3O3S2

A single C16H19N3O3S2 molecule at a distorted geometry (ωB97M-V/def2-TZVPD, the OMol25 dataset).

* HOMO: -9.3 eV
* HOMO-LUMO gap: 9.76 eV
* ΔE to the lowest compared entry with this formula, charge and spin: 111.44 kJ/mol
* 2S+1: 1
* calculated total energy: -1807.459081 Eh

Element x y z (Å)
N (0.33594, -2.58012, 0.15816)
H (1.71365, 6.57724, -1.74858)
H (-2.03374, 3.84104, 1.65678)
H (1.68618, 3.47217, 1.21206)
C (-0.99150, 3.51208, 1.62889)
C (1.01658, -1.52818, -0.56963)
C (-0.13857, 1.22022, 1.83931)
H (0.44849, -1.36778, -1.48712)
C (-0.77584, 5.34501, -0.10920)
H (1.12574, 0.62767, -0.43396)
H (-1.45315, -3.17506, -3.37493)
H (-0.03714, -7.22609, -2.85488)
C (1.09557, -0.22754, 0.24333)
H (2.01962, -1.88116, -0.83492)
H (1.63274, -2.59731, 1.75187)
O (-1.96413, -3.43671, 0.77271)
C (1.20581, 5.93427, -1.04183)
H (0.08362, -3.42507, 2.01112)
C (1.90290, 5.00132, -0.28687)
O (-1.80716, -1.74705, -1.02026)
N (-0.10145, 6.10343, -0.95505)
H (-1.42295, 1.85939, 0.38251)
S (-1.24028, -2.86954, -0.32228)
H (1.99908, -0.20940, 0.85542)
H (-0.56829, 3.55220, 2.63733)
H (-1.02754, -0.27384, 0.56269)
C (-0.03806, -1.26451, 2.21550)
H (-0.80481, -5.41474, -4.58559)
O (0.52523, 1.48587, 2.81992)
C (-0.12596, -0.14747, 1.16847)
H (-1.03664, -1.47409, 2.59945)
H (0.58771, -0.92199, 3.04214)
H (2.97241, 4.89940, -0.38749)
C (1.19106, 4.21086, 0.59806)
S (-0.39494, -5.67238, -1.01282)
N (-0.93402, 2.12151, 1.22398)
C (0.55341, -2.53653, 1.59127)
H (-1.84376, 5.52270, -0.07327)
C (-0.75501, -5.26888, -3.52199)
C (-0.35313, -6.22428, -2.64184)
C (-0.95842, -4.13534, -1.52822)
C (-1.10253, -4.06116, -2.87913)
C (-0.18675, 4.37980, 0.69891)

Entry 4:
# C16H19N3OPS

2 unconnected molecules or ions with the total composition C16H19N3OPS at a distorted geometry (ωB97M-V/def2-TZVPD, the OMol25 dataset).

* HOMO: -11.3 eV
* total charge: +1
* HOMO-LUMO gap: 7.10 eV
* 2S+1: 1
* calculated total energy: -1599.398304 Eh

Element x y z (Å)
H (5.93121, -1.13534, 2.67528)
H (-3.48280, -3.89823, -4.97163)
N (-1.22240, 2.41971, 0.91396)
C (-2.79893, -0.67777, -3.05142)
C (-2.21863, 1.76202, -0.02100)
C (-2.15599, -2.24502, -4.60558)
C (5.37895, -1.19391, 1.61998)
P (-1.11790, -1.58775, 2.20690)
H (0.46544, 2.62421, 3.45374)
C (0.46441, 1.52235, 3.02790)
C (2.95042, 0.09023, 2.42646)
H (6.19323, -1.06692, 0.77958)
H (-2.55342, 0.24622, -2.53603)
C (2.22714, 2.59839, 1.13029)
H (1.45648, 3.49152, 0.97881)
N (-1.38196, 0.02558, 1.47644)
H (-1.39956, -2.56360, -5.31735)
H (0.23370, -2.01075, 1.82728)
H (3.71789, 3.47349, -0.55697)
H (4.83872, -2.24287, 1.47135)
C (-0.69600, 1.33066, 1.83951)
C (-4.23883, -2.52688, -3.48285)
H (5.58937, 1.32185, -0.25576)
C (1.91748, 1.36377, 2.21529)
C (-3.98073, -1.35098, -2.78633)
C (-2.36157, 0.16073, 0.33076)
N (-1.87851, -1.09936, -3.94610)
O (-2.85034, 2.59707, -1.05861)
H (-3.03982, -0.61930, -0.22133)
H (-4.68305, -0.96753, -2.05491)
H (-5.15524, -3.08138, -3.30292)
H (2.70983, -0.79975, 3.18477)
H (0.34758, 0.76151, 3.90923)
H (-2.07508, 3.03102, -1.56370)
C (3.58508, 2.58955, 0.20537)
C (4.61968, 1.32546, 0.40817)
S (-1.43876, -1.66911, 4.12900)
C (4.33258, 0.08037, 1.48667)
H (-0.89860, 3.41598, 0.93370)
H (-2.02013, -2.50957, 1.51423)
C (-3.31094, -2.98569, -4.41216)

Entry 5:
# C16H20BCl3O3V

A molecular structure, C16H20BCl3O3V at a distorted geometry (ωB97M-V/def2-TZVPD, the OMol25 dataset).

* HOMO (alpha / beta): -0.5 / -0.1 eV
* total charge: -2
* HOMO-LUMO gap (alpha / beta): 5.24 / 4.84 eV
* ΔE to the lowest compared entry with this formula, charge and spin: 90.46 kJ/mol
* 2S+1: 2
* calculated total energy: -3197.031396 Eh

Element x y z (Å)
H (1.92785, -1.18320, 0.68860)
O (1.91705, -0.52577, 2.75370)
C (1.74535, -2.66394, 5.71950)
O (0.93183, -1.15374, 0.60377)
C (1.94398, -0.14687, -2.99493)
H (-0.71838, 3.94329, -1.06580)
H (-3.46265, 1.24425, -1.57993)
C (2.38473, -1.87273, 4.75067)
C (-0.90821, -1.45380, -3.32566)
H (2.51440, 2.19567, -1.55811)
H (-3.31816, -0.31139, -2.40930)
C (0.65312, 0.44385, -2.52880)
H (-1.66966, -1.94972, -2.72031)
H (1.77242, 3.42132, -2.62125)
H (-1.23970, -1.44323, -4.37036)
H (-1.44101, -2.86645, 4.38071)
H (-0.00365, -2.06114, -3.25787)
C (1.59201, 2.74188, -1.77423)
H (2.78480, 0.25593, -2.41835)
H (-2.09972, 3.90053, -2.25712)
C (-0.92083, 2.12502, -2.10337)
V (-0.66792, 0.59720, -0.87484)
C (-0.64028, -0.08878, -2.82164)
H (1.93228, -1.23464, -2.87488)
H (-2.17467, 3.02987, -0.68735)
O (-0.36534, -1.16203, 2.58237)
C (0.19106, -1.70637, 3.66728)
Cl (-1.90425, -1.31360, -0.08258)
C (-1.50296, 3.33633, -1.52918)
H (1.33146, 3.33412, -0.89160)
Cl (-2.96379, 2.30844, 1.16053)
C (0.49394, 1.79291, -2.08430)
C (-3.09239, 0.75928, -2.49697)
B (0.71718, -0.53792, 1.87993)
H (2.12832, 0.07911, -4.06078)
H (-3.62464, 1.17477, -3.36732)
H (-0.10002, -3.61901, 6.38633)
C (1.57010, -1.31702, 3.77611)
C (0.38426, -3.00191, 5.63311)
H (3.47010, -1.70617, 4.74635)
C (-0.40347, -2.58601, 4.56048)
Cl (0.14427, 1.32480, 1.46122)
C (-1.63661, 0.94585, -2.55301)
H (2.32779, -3.04898, 6.55914)

Entry 6:
# C16H20BrCrN4O5PSe2Te3

A molecular structure, C16H20BrCrN4O5PSe2Te3 (ωB97M-V/def2-TZVPD, the OMol25 dataset).

* HOMO (alpha / beta): -1.0 / -1.0 eV
* total charge: -2
* HOMO-LUMO gap (alpha / beta): 4.85 / 4.90 eV
* ΔE to the lowest compared entry with this formula, charge and spin: 78.86 kJ/mol
* 2S+1: 5
* calculated total energy: -10783.734085 Eh

Element x y z (Å)
C (-4.83735, -1.45409, -2.53209)
H (-6.11647, -3.58141, -4.83758)
C (2.75455, -1.02422, -0.40540)
H (2.66304, -0.36915, 0.45160)
H (1.87927, 2.59457, 1.01238)
O (-0.20761, 2.75853, -3.23128)
H (3.31736, 2.74448, -4.07831)
Se (-0.38294, -1.25041, 1.54436)
H (3.60780, 1.92928, -1.13877)
C (2.91625, 2.55562, -3.08107)
H (2.83667, -3.33059, -3.43730)
Te (-0.28023, -0.06873, -5.09157)
O (0.94684, 2.38680, -1.09862)
H (-1.67607, 5.41797, -1.82099)
N (1.66314, -1.19807, -1.15062)
P (0.52455, 1.53158, -2.49900)
H (-0.00729, 4.86427, -1.58023)
H (0.76977, -2.16634, -2.73964)
N (-2.49780, -0.87657, -2.12430)
Cr (-0.13171, -0.20175, -0.83410)
C (-3.49515, -1.60966, -2.84604)
C (0.88061, 1.42476, -0.06790)
C (-5.37639, -3.02448, -4.27627)
H (-6.82612, -2.05834, -3.01944)
C (4.01197, 2.10764, -2.13422)
C (-1.27798, 3.43833, -2.55900)
O (-1.26047, -1.29037, -2.18081)
H (-0.55204, 5.36237, -3.19304)
C (4.01078, -2.45816, -1.85585)
Te (-2.69188, -0.60052, 2.36469)
C (-4.02809, -3.17445, -4.56281)
Se (-0.65801, -3.28293, 0.32332)
H (4.78952, 2.87315, -2.06471)
H (2.43700, 3.46814, -2.72694)
H (-1.54791, 2.92063, -1.63875)
H (-2.13989, 3.40667, -3.22829)
C (2.85123, -2.67651, -2.57816)
C (1.69284, -2.03320, -2.19485)
N (1.43731, 1.66872, 1.04020)
Te (1.51176, -4.52161, 0.65765)
C (-0.85107, 4.86063, -2.27058)
C (-3.07366, -2.46899, -3.84569)
H (4.94174, -2.93825, -2.12562)
H (-2.01890, -2.56307, -4.05364)
N (-2.85395, 0.14185, -1.46492)
C (3.94423, -1.63296, -0.75395)
O (1.94896, 1.50793, -3.24717)
C (-5.77594, -2.16610, -3.25966)
H (-3.70810, -3.84134, -5.35280)
H (4.46522, 1.18095, -2.49161)
H (-5.12436, -0.79929, -1.72263)
Br (5.48285, -1.30460, 0.29372)
O (-1.88817, 0.69219, -0.81883)